Here is C17H25GdN8O4S2Te4 as an isolated structure in a non-equilibrium geometry from the OMol25 dataset. Energies are from ωB97M-V with the def2-TZVPD basis set.

Positions of all 61 atoms, in Å:
Gd1 -0.88128 0.31659 1.34407
C1 -3.17497 2.62093 3.01257
O1 -2.15861 2.27434 2.08118
C2 -1.75467 3.30281 1.16892
C3 -0.36262 3.75191 1.47717
O2 0.26635 2.51919 1.67826
C4 1.67770 2.56795 1.50809
H1 -2.87606 3.47702 3.65577
H2 -3.48436 1.74222 3.59766
H3 -4.07449 2.81361 2.43755
H4 -2.53829 4.09874 1.16930
H5 -1.81922 2.95061 0.11135
H6 -0.27066 4.35531 2.31015
H7 0.02921 4.35328 0.70056
H8 2.13673 3.12489 2.29407
H9 1.93217 3.02545 0.58766
H10 2.10330 1.55043 1.49152
Te1 -3.82613 -1.18844 2.00731
Te2 -3.62485 -2.69562 4.22777
Te3 -0.98123 -2.93386 4.36694
Te4 -0.08373 -0.37526 4.31629
C5 -3.67934 -3.48130 -2.82562
C6 -3.86823 -2.04029 -2.62814
N1 -4.88663 -1.43309 -3.16548
N2 -4.84026 -0.19054 -2.56536
C7 -3.80132 -0.01760 -1.68462
S1 -3.60765 1.31307 -0.69544
N3 -3.18987 -1.22921 -1.70341
N4 -2.04985 -1.56875 -1.01618
H11 -4.38402 -3.79965 -3.52592
H12 -3.91933 -3.95996 -1.91081
H13 -2.67139 -3.71941 -3.15412
H14 -5.54710 0.45403 -2.63783
H15 -1.34568 -1.95823 -1.64502
H16 -2.37132 -2.12913 -0.25892
N5 6.63882 -2.95631 1.46066
C8 5.35838 -2.54803 1.02230
C9 4.34713 -2.44888 1.99901
C10 3.08605 -2.09114 1.58360
C11 2.85196 -1.85758 0.22971
C12 3.86778 -1.92559 -0.71418
C13 5.15680 -2.20837 -0.29592
S2 1.18670 -1.41565 -0.34746
O3 0.21148 -1.90570 0.63830
O4 1.01125 -1.97045 -1.69915
N6 1.01469 0.13171 -0.22454
C14 1.10016 0.90283 -1.33223
N7 2.07946 0.77699 -2.24926
C15 1.87399 1.44168 -3.39439
C16 0.88044 2.36276 -3.61154
C17 0.03520 2.54248 -2.54519
N8 0.11347 1.86693 -1.39616
H17 6.84115 -2.86644 2.41815
H18 7.34677 -2.36468 1.00491
H19 4.51849 -2.62010 3.05260
H20 2.29665 -2.00210 2.30322
H21 3.50450 -1.73688 -1.71758
H22 5.97815 -2.24875 -0.93027
H23 2.57279 1.19323 -4.18433
H24 0.82334 2.81225 -4.60537
H25 -0.76786 3.24376 -2.59217

Values from the calculation:
Spin multiplicity: 8
Charge: 0
HOMO level (spin up / spin down) in eV: -6.33 / -6.32
Frontier orbital gap (spin up / spin down) in eV: 6.31 / 4.85
Total energy in eV: -109824.54530